(1)
Formula: C4HF3N2O2S
Source: the Open Molecules 2025 dataset
Level of theory: ωB97M-V/def2-TZVPD

Summary:
LUMO level, hartree: -0.082
Multiplicity: 1
E_HOMO, eV: -8.41
DFT total energy, eV: -30219.449
Net charge: 0

Atoms and positions in Å:
C (-2.0789, 0.5394, -1.5158)
C (0.0856, 0.6146, -0.2291)
C (1.2379, -1.9719, 0.4877)
C (0.7785, 1.5941, 0.5545)
N (-0.8081, 0.7178, -1.0180)
N (1.0111, -3.0368, 0.9778)
O (1.2497, -0.7322, 0.2595)
O (0.8808, -4.1942, 1.2345)
F (1.9783, 1.6252, -0.1463)
F (0.3178, 2.8320, 0.5331)
F (0.9084, 1.2427, 1.7707)
S (-3.1428, -0.1331, -0.4829)
H (-2.4184, 0.9024, -2.4257)

These are the natural (NBO) partial charges, in e, on atoms 1 to 5: atom 1 (C): -0.144, atom 2 (C): 0.594, atom 3 (C): 0.469, atom 4 (C): 0.896, atom 5 (N): -0.364

(2)
Formula: C35H46CaN6O3P2
Source: the Open Molecules 2025 dataset
Level of theory: ωB97M-V/def2-TZVPD

Summary:
LUMO level, hartree: -0.072
Multiplicity: 1
E_HOMO, eV: -7.21
DFT total energy, eV: -89136.647
Net charge: 0

Atoms and positions in Å:
Ca (1.5681, -0.2826, 0.2770)
C (-4.0287, -2.2678, 0.3045)
C (-3.0603, -2.3170, -0.6230)
C (-2.6085, -1.1056, -1.3938)
C (-2.1774, 0.1148, -0.5147)
C (-3.1876, 1.1942, -0.1805)
C (-4.5253, 1.1085, -0.2357)
C (-5.3203, -0.1081, -0.5682)
C (-5.1394, -1.2850, 0.4437)
C (1.4560, 0.0116, 2.6426)
H (-4.0280, -3.0334, 1.1006)
H (-2.5882, -3.2886, -0.9015)
H (-3.3484, -0.7958, -2.1548)
H (-1.6955, -1.4102, -1.9281)
H (-1.6865, -0.2293, 0.4276)
H (-1.4126, 0.6616, -1.0974)
H (-2.7198, 2.1208, 0.1962)
H (-5.0710, 2.0234, -0.0001)
H (-5.1767, -0.4200, -1.6183)
H (-6.3788, 0.1931, -0.4788)
H (-5.1221, -0.8565, 1.4626)
H (-6.0904, -1.8532, 0.4267)
H (1.0408, -0.9102, 3.1194)
H (0.8181, 0.8849, 2.8619)
H (2.4914, 0.1669, 2.9928)
P (1.4186, 2.8322, 0.2817)
P (2.3403, 0.3997, -2.3603)
N (-0.0163, 3.9352, 0.2371)
N (2.5275, 4.3577, 0.6299)
N (1.1168, 0.9441, -3.5676)
N (3.6001, 0.2374, -3.7879)
C (1.7416, 2.9786, -1.5104)
C (2.9275, 2.0790, -1.9225)
C (-0.7186, 4.2957, 1.3950)
C (-1.5656, 5.3629, 1.1135)
C (-1.3533, 5.7132, -0.2493)
C (-0.4070, 4.8336, -0.7617)
C (3.3459, 4.4553, 1.7480)
C (4.0670, 5.6499, 1.6969)
C (3.6566, 6.3371, 0.5140)
C (2.7110, 5.5234, -0.1158)
C (-0.2424, 0.6012, -3.5372)
C (-0.9474, 1.4879, -4.3330)
C (-0.0115, 2.4327, -4.8561)
C (1.2343, 2.0943, -4.3613)
C (3.6178, 0.5451, -5.1543)
C (4.9269, 0.4883, -5.6384)
C (5.7623, 0.1609, -4.5209)
C (4.9393, 0.0596, -3.4055)
H (1.9361, 4.0025, -1.8787)
H (0.8165, 2.6836, -2.0156)
H (3.4769, 2.5513, -2.7615)
H (3.6616, 2.0126, -1.0933)
H (-0.5579, 3.7441, 2.3088)
H (-2.2465, 5.8385, 1.8061)
H (-1.8178, 6.5205, -0.8024)
H (-0.0093, 4.7642, -1.7491)
H (3.3372, 3.6613, 2.4762)
H (4.7875, 5.9882, 2.4226)
H (3.9870, 7.3056, 0.1660)
H (2.1845, 5.7039, -1.0413)
H (-0.5470, -0.3137, -3.0576)
H (-2.0047, 1.4599, -4.5344)
H (-0.2117, 3.2527, -5.5281)
H (2.1936, 2.5346, -4.5840)
H (2.7293, 0.7960, -5.7098)
H (5.2300, 0.6627, -6.6581)
H (6.8326, 0.0128, -4.5334)
H (5.1823, -0.1315, -2.3786)
C (-2.9432, -4.8165, 4.0789)
C (-2.2243, -5.1734, 2.7975)
C (-0.6672, -4.9952, 2.8627)
C (-0.0305, -5.9000, 3.9572)
C (-0.3236, -5.7906, 5.4440)
C (-0.0128, -5.4625, 1.5477)
O (-0.4745, -6.3143, 0.8135)
N (1.2341, -4.8476, 1.2936)
C (1.1965, -3.4490, 1.2218)
O (1.8493, -2.7627, 0.3729)
N (0.3874, -2.8325, 2.0896)
C (-0.2516, -3.5260, 3.0815)
O (-0.4905, -2.9622, 4.1639)
H (-2.8916, -5.6550, 4.7836)
H (-4.0085, -4.5938, 3.9195)
H (-2.4671, -3.9415, 4.5469)
H (-2.4209, -6.2255, 2.5521)
H (-2.6388, -4.5889, 1.9615)
H (-0.2342, -6.9333, 3.6295)
H (1.0483, -5.7171, 3.8376)
H (-1.1933, -6.3749, 5.7670)
H (0.5437, -6.2401, 5.9459)
H (-0.4185, -4.7545, 5.7901)
H (1.7912, -5.3138, 0.5928)

These are the Löwdin partial charges, in e, on atoms 1 to 5: atom 1 (Ca): 1.094, atom 2 (C): -0.112, atom 3 (C): -0.103, atom 4 (C): -0.200, atom 5 (C): -0.186

(3)
Formula: C2H8OS2
Source: the Open Molecules 2025 dataset
Level of theory: ωB97M-V/def2-TZVPD

Summary:
LUMO level (spin up / spin down), hartree: -0.180 / -0.324
Multiplicity: 2
E_HOMO (spin up / spin down), eV: -13.93 / -13.93
DFT total energy, eV: -25912.577
Net charge: +1

Atoms and positions in Å:
C (-0.5271, -1.4351, 1.3423)
S (-0.3980, -2.6550, 0.0559)
S (-1.1786, -1.5298, -1.4848)
C (0.4208, -0.9431, -2.1982)
H (0.4542, -1.1483, 1.7332)
H (-0.9302, -0.4431, 1.1055)
H (-1.1167, -1.8742, 2.1452)
H (1.0556, -1.8187, -2.1693)
H (0.2854, -0.4933, -3.1795)
H (0.8013, -0.1925, -1.4962)
H (-0.3305, 4.5126, 1.5436)
H (0.9819, 3.6614, 1.5338)
O (0.4819, 4.3591, 1.0684)

These are the natural (NBO) partial charges, in e, on atoms 1 to 5: atom 1 (C): -0.814, atom 2 (S): 0.405, atom 3 (S): 0.515, atom 4 (C): -0.734, atom 5 (H): 0.285